# 1
C45H60CdN7O3S2Se | wB97M-V/def2-TZVPD

Summary:
HOMO energy ... -4.3 eV
Total charge ... -1
E ... -5725.47490 Ha
ΔE to the lowest compared entry with this formula, charge and spin ... 26.63 kJ/mol
HOMO-LUMO gap ... 0.208 Ha
F_max ... 0.6 eV/Å

Geometry (Å):
Cd 1.091489 -0.017557 1.507140
C -2.006532 0.774569 -5.314601
C -1.121228 2.000184 -5.050737
C -1.913511 3.248959 -5.436620
C 0.119955 1.921764 -5.949260
C -0.697461 2.016392 -3.586045
C -0.008235 0.936916 -3.047906
C 0.347689 0.898670 -1.717665
Se 1.307629 -0.629644 -1.081276
C -0.113189 -1.917032 -1.013843
C -0.278332 -2.707922 -2.138953
C -1.274867 -3.668723 -2.204703
C -2.061946 -3.813461 -1.065597
C -1.923267 -3.064683 0.092978
C -0.940606 -2.029009 0.133746
O -0.813022 -1.251860 1.162505
C -2.867108 -3.436863 1.251416
C -4.320187 -3.217911 0.805446
C -2.663729 -4.920391 1.600490
C -2.674963 -2.659454 2.557388
C -1.530313 -4.537987 -3.431486
C -1.412679 -6.020802 -3.057838
C -0.533254 -4.249865 -4.554124
C -2.942895 -4.265772 -3.966193
C 0.048119 1.953551 -0.801164
O 0.322535 1.870254 0.462273
C -0.577949 3.098203 -1.375052
C -0.939730 3.071845 -2.719627
C -0.919123 4.398919 -0.628604
C -0.271939 5.582546 -1.366773
C -0.440682 4.483383 0.820523
C -2.442352 4.589818 -0.614289
H -2.326347 0.747216 -6.358877
H -2.892989 0.799136 -4.680371
H -1.476467 -0.152635 -5.100438
H -2.213953 3.182503 -6.483941
H -1.320328 4.156139 -5.316554
H -2.816315 3.352183 -4.833879
H -0.165403 1.879171 -7.002816
H 0.712509 1.036171 -5.723757
H 0.756562 2.794354 -5.798399
H 0.247723 0.086081 -3.668993
H 0.398488 -2.554366 -2.967696
H -2.837047 -4.571444 -1.082067
H -4.590752 -3.862242 -0.030795
H -4.469096 -2.183880 0.492146
H -5.005275 -3.431778 1.630077
H -2.802095 -5.571988 0.739134
H -3.375637 -5.224997 2.372106
H -1.654746 -5.082068 1.981751
H -2.953960 -1.614725 2.438614
H -1.647278 -2.685565 2.908950
H -3.329700 -3.113705 3.310482
H -0.426262 -6.235378 -2.646064
H -1.566274 -6.651079 -3.936369
H -2.152938 -6.303095 -2.309552
H 0.493704 -4.422904 -4.232952
H -0.609725 -3.219760 -4.902337
H -0.735755 -4.906197 -5.402437
H -3.699507 -4.490047 -3.214447
H -3.147630 -4.879314 -4.846514
H -3.050313 -3.216579 -4.243004
H -1.449265 3.942499 -3.108648
H 0.814163 5.483591 -1.360237
H -0.532706 6.520917 -0.871199
H -0.593081 5.651958 -2.404930
H 0.627818 4.304103 0.907953
H -0.950997 3.762204 1.449644
H -0.667462 5.488006 1.192680
H -2.850310 4.679698 -1.620869
H -2.704789 5.494967 -0.061209
H -2.923632 3.739810 -0.130095
S 6.496411 6.076572 3.336302
N 6.605674 4.667263 2.547408
C 5.417942 4.082475 2.619051
C 5.064302 2.794292 2.046354
C 5.970721 2.018335 1.324001
C 5.542111 0.812768 0.819312
C 4.215554 0.422668 1.031921
N 3.347436 1.171866 1.697066
C 3.762199 2.325242 2.217675
C 2.773901 3.105401 2.993584
N 1.579659 2.545986 3.177097
C 0.687513 3.200300 3.890693
C 0.911089 4.464175 4.440581
C 2.145501 5.048354 4.258340
C 3.110419 4.350984 3.534553
C 4.461019 4.849883 3.335773
N 4.945200 5.996712 3.791978
H 6.982437 2.374746 1.186920
H 6.202293 0.163572 0.261680
H 3.835163 -0.541100 0.704609
H -0.261909 2.699463 4.050747
H 0.127959 4.956840 4.999914
H 2.389421 6.017251 4.671994
N -1.914023 1.155001 2.234590
N -2.121236 0.762669 3.562697
C -1.301070 0.058358 4.353999
N -1.892564 -0.367056 5.519420
S 0.333363 -0.229685 4.131900
H -1.081789 1.736942 2.148048
H -1.758971 0.307324 1.664851
H -3.087468 0.834701 3.849746
H -2.872208 -0.606375 5.471621
H -1.329015 -1.020908 6.037427
C 3.067473 -4.042235 1.181772
C 2.472491 -3.009227 2.149630
C 3.380905 -2.879335 3.381999
C 1.081866 -3.497295 2.592841
O 2.385739 -1.799014 1.491539
H 3.172325 -5.030650 1.637920
H 4.051102 -3.705899 0.847687
H 2.422825 -4.126041 0.305662
H 3.502096 -3.823175 3.920134
H 2.957750 -2.140861 4.066143
H 4.368277 -2.529261 3.072305
H 1.117349 -4.474023 3.086550
H 0.431585 -3.567138 1.719459
H 0.639886 -2.774884 3.278847

Atoms 1-6, force components in eV/Å:
Cd -0.0383 -0.0417 0.4747
C -0.0004 0.0137 0.0032
C -0.0228 0.0065 -0.0100
C 0.0116 -0.0161 -0.0142
C -0.0113 0.0104 0.0143
C 0.0640 -0.0352 -0.0108

***

# 2
C45H60N4P3SSn | wB97M-V/def2-TZVPD

Summary:
HOMO energy (alpha / beta) ... -14.9 / -14.9 eV
Total charge ... +3
E ... -3605.46718 Ha
ΔE to the lowest compared entry with this formula, charge and spin ... 25.78 kJ/mol
HOMO-LUMO gap (alpha / beta) ... 0.174 / 0.205 Ha
F_max ... 0.8 eV/Å

Geometry (Å):
Sn -0.098717 -0.723930 -0.817319
C 0.017727 1.856539 -4.477235
C -0.137652 2.706463 -3.214556
C -0.943637 3.974970 -3.477342
P -0.831565 1.697799 -1.806947
C -2.681917 1.484373 -1.886647
C -3.582725 2.634075 -1.442763
C -3.080890 0.999848 -3.284857
C -0.393681 2.676374 -0.334295
C -1.029771 3.834571 0.088281
C -0.592529 4.552572 1.202597
C -1.248972 5.828189 1.615132
C 0.461211 4.022149 1.958634
C 1.128796 2.895820 1.546670
C 0.787677 2.254593 0.330949
N 1.500721 1.214676 -0.208650
C 2.839590 1.097200 -0.022147
C 3.685378 2.165532 0.386349
C 4.993810 1.943009 0.728200
C 5.564108 0.666623 0.622217
C 6.987056 0.447225 1.007062
C 4.783214 -0.353865 0.065553
C 3.460121 -0.163840 -0.286083
P 2.513948 -1.363032 -1.266718
C 3.325514 -1.130616 -2.937819
C 2.310588 -1.406545 -4.050741
C 4.609921 -1.930751 -3.128347
C 2.681118 -3.086811 -0.586891
C 2.097865 -4.050349 -1.628786
C 4.037154 -3.567168 -0.080351
H 0.575211 2.417806 -5.227002
H -0.949269 1.603458 -4.906491
H 0.558473 0.933385 -4.266890
H 0.856467 2.975616 -2.842269
H -1.944022 3.743539 -3.839855
H -0.438690 4.548291 -4.255847
H -1.017226 4.610328 -2.595846
H -2.833902 0.650773 -1.185465
H -3.466485 3.507920 -2.082722
H -3.414478 2.916926 -0.405517
H -4.618383 2.301435 -1.531226
H -3.070109 1.822638 -3.998627
H -4.098884 0.611507 -3.253649
H -2.429998 0.207970 -3.655203
H -1.870252 4.227731 -0.464912
H -2.091108 6.086250 0.977637
H -0.531848 6.651223 1.593265
H -1.595624 5.751345 2.647743
H 0.752900 4.513330 2.879182
H 1.899918 2.456544 2.164854
H 3.299835 3.174078 0.375539
H 5.610300 2.770189 1.057113
H 7.217483 0.983254 1.927784
H 7.655923 0.854723 0.243774
H 7.223056 -0.607637 1.128810
H 5.254709 -1.310603 -0.110719
H 3.575251 -0.065499 -2.931297
H 2.146076 -2.476887 -4.177653
H 2.676413 -1.006884 -4.996576
H 1.348447 -0.943055 -3.830081
H 4.416561 -2.999107 -3.207753
H 5.333990 -1.755345 -2.333891
H 5.071741 -1.619133 -4.066292
H 1.999136 -3.048327 0.274150
H 2.766507 -4.151704 -2.481918
H 1.127551 -3.711750 -2.001480
H 1.983045 -5.041884 -1.189072
H 4.789472 -3.590023 -0.867298
H 3.926736 -4.588853 0.287021
H 4.396499 -2.969679 0.755352
N -0.840880 -3.394915 -0.144178
N -1.400075 -4.158287 -1.166336
C -1.599802 -3.665104 -2.393657
N -2.154816 -4.451209 -3.303957
S -1.184751 -2.078288 -2.849006
H -0.089311 -3.919264 0.294505
H -1.543121 -3.203478 0.566596
H -1.713949 -5.097812 -0.960699
H -2.416371 -5.410457 -3.131475
H -2.307535 -4.085443 -4.230522
C -2.808678 2.392456 5.592313
C -3.755122 1.498343 5.111171
C -3.520890 0.782291 3.947757
C -2.318521 0.958605 3.261993
C -1.380408 1.876922 3.732907
C -1.620925 2.583831 4.897657
P -1.831657 -0.097733 1.854756
C -3.374902 -0.958842 1.420225
C -4.391781 -0.147570 0.906949
C -5.625983 -0.688607 0.589894
C -5.854483 -2.047109 0.769539
C -4.847536 -2.860617 1.268317
C -3.606094 -2.323116 1.582019
C -0.735416 -1.275140 2.730905
C 0.624953 -1.249704 2.415419
C 1.528247 -2.065149 3.083375
C 1.073813 -2.916708 4.079901
C -0.272809 -2.923456 4.423329
C -1.174908 -2.099169 3.766917
H -2.998064 2.936118 6.507775
H -4.675820 1.335362 5.655353
H -4.261100 0.077640 3.595341
H -0.461248 2.028364 3.181232
H -0.873292 3.267538 5.277961
H -4.222090 0.919452 0.804545
H -6.418291 -0.045521 0.230320
H -6.824465 -2.465155 0.536786
H -5.039769 -3.911975 1.438491
H -2.844165 -2.957567 2.020248
H 0.988224 -0.537252 1.680198
H 2.582625 -2.011733 2.840084
H 1.769375 -3.559373 4.602722
H -0.619017 -3.567740 5.220671
H -2.214081 -2.093011 4.071838

Atoms 1-6, force components in eV/Å:
Sn 0.4103 0.7085 -0.1005
C 0.0302 0.0711 0.0827
C -0.0114 -0.5512 -0.0635
C 0.0264 0.0093 0.1021
P -0.4785 0.3886 0.0979
C 0.2142 -0.0711 -0.0666